{
  "formula": "C5H10NO7S2",
  "method": "ωB97M-V/def2-TZVPD",
  "species": ["C", "C", "C", "C", "C", "N", "O", "O", "O", "O", "O", "O", "O", "S", "S", "H", "H", "H", "H", "H", "H", "H", "H", "H", "H"],
  "xyz": [[-1.17, -0.88, 1.11], [-0.53, -0.22, -1.68], [1.74, -0.18, -0.99], [0.74, -2.18, -1.34], [0.11, -0.69, 0.60], [0.44, -0.83, -0.84], [-1.24, -0.53, 2.47], [-0.70, 4.01, 1.20], [-2.10, -1.56, 0.59], [-1.32, 1.02, 4.22], [0.57, 2.34, -0.01], [-0.06, 1.99, 2.36], [-1.72, 1.83, 0.58], [-1.48, 1.05, 2.80], [-0.51, 2.58, 0.96], [-0.64, 0.86, -1.29], [-0.09, -0.03, -2.68], [-1.48, -0.82, -1.72], [2.56, -0.76, -0.37], [2.01, -0.07, -2.07], [1.64, 0.85, -0.75], [1.57, -2.70, -0.72], [-0.14, -2.83, -1.12], [0.88, -2.11, -2.42], [0.91, -0.15, 1.10]],
  "total_charge": -1,
  "total_energy_ev": -42838.8931,
  "homo_lumo_gap_ha": 0.2664,
  "homo_energy_ev": -4.425,
  "de_lowest_kcal_mol": 9.58,
  "e_lumo_ev": 2.82,
  "fmax_ev_per_a": 4.71
}

{
  "formula": "C2H4N3OS",
  "method": "ωB97M-V/def2-TZVPD",
  "species": ["C", "C", "N", "N", "N", "O", "S", "H", "H", "H", "H"],
  "xyz": [[1.18, -0.09, -0.61], [0.32, -1.30, -0.87], [-2.21, 0.19, 1.02], [-3.21, 0.00, 1.39], [0.54, 0.87, 0.37], [-0.74, -1.50, -0.34], [2.48, 0.51, -1.37], [0.93, -1.85, -1.57], [-0.67, 0.68, 0.64], [0.59, 1.84, 0.06], [0.79, 0.64, 1.28]],
  "total_charge": 1,
  "total_energy_ev": -19483.1914,
  "homo_lumo_gap_ha": 0.2972,
  "homo_energy_ev": -14.670,
  "de_lowest_kcal_mol": 23.01,
  "e_lumo_ev": -6.58,
  "fmax_ev_per_a": 5.56
}

{
  "formula": "C20H62O26P6",
  "method": "ωB97M-V/def2-TZVPD",
  "species": ["C", "O", "P", "O", "O", "C", "O", "C", "H", "H", "H", "H", "H", "H", "H", "H", "H", "C", "O", "P", "O", "O", "C", "O", "C", "H", "H", "H", "H", "H", "H", "H", "H", "H", "C", "O", "P", "O", "O", "C", "O", "C", "H", "H", "H", "H", "H", "H", "H", "H", "H", "C", "O", "P", "O", "O", "C", "O", "C", "H", "H", "H", "H", "H", "H", "H", "H", "H", "C", "O", "P", "O", "O", "C", "O", "C", "H", "H", "H", "H", "H", "H", "H", "H", "H", "C", "O", "P", "O", "O", "C", "O", "C", "H", "H", "H", "H", "H", "H", "H", "H", "H", "C", "O", "H", "H", "H", "H", "C", "O", "H", "H", "H", "H"],
  "xyz": [[4.46, -0.86, 3.20], [4.94, -0.42, 1.94], [3.89, 0.11, 0.84], [2.95, 1.13, 1.33], [4.84, 0.55, -0.37], [4.20, 0.94, -1.61], [3.22, -1.24, 0.30], [3.99, -2.22, -0.39], [4.61, -1.92, 3.41], [3.38, -0.69, 3.27], [4.90, -0.25, 3.98], [3.76, 0.04, -2.03], [4.99, 1.32, -2.25], [3.45, 1.71, -1.46], [4.41, -2.91, 0.35], [4.77, -1.79, -1.01], [3.29, -2.79, -1.00], [0.84, 0.93, 4.58], [0.55, 2.33, 4.55], [-0.81, 2.89, 3.95], [-0.90, 4.36, 3.96], [-1.95, 2.11, 4.82], [-1.89, 2.26, 6.24], [-0.96, 2.16, 2.55], [-2.23, 2.25, 1.91], [1.48, 0.75, 3.72], [-0.04, 0.30, 4.61], [1.47, 0.69, 5.44], [-2.82, 2.74, 6.55], [-0.99, 2.71, 6.64], [-1.86, 1.25, 6.68], [-2.28, 1.74, 0.95], [-2.54, 3.28, 1.75], [-3.01, 1.86, 2.58], [-3.32, -1.17, -0.30], [-3.07, -2.56, -0.22], [-4.18, -3.55, -0.86], [-3.83, -4.98, -0.79], [-4.50, -2.91, -2.28], [-3.47, -2.93, -3.25], [-5.50, -3.11, -0.07], [-5.80, -3.70, 1.20], [-3.65, -0.73, 0.64], [-4.10, -0.91, -1.02], [-2.41, -0.64, -0.58], [-3.58, -3.78, -3.92], [-2.47, -3.01, -2.82], [-3.55, -2.04, -3.87], [-6.88, -3.86, 1.25], [-5.56, -2.94, 1.95], [-5.22, -4.58, 1.45], [-3.69, -0.92, 3.90], [-3.17, -2.03, 3.18], [-2.19, -3.06, 3.88], [-2.43, -3.27, 5.32], [-2.24, -4.35, 2.95], [-2.75, -5.57, 3.45], [-0.72, -2.45, 3.59], [-0.43, -1.93, 2.31], [-4.77, -0.99, 4.03], [-3.53, -0.03, 3.27], [-3.24, -0.77, 4.88], [-3.40, -5.50, 4.31], [-1.98, -6.29, 3.74], [-3.28, -6.04, 2.62], [0.07, -2.66, 1.66], [0.21, -1.05, 2.37], [-1.29, -1.61, 1.72], [-1.03, 0.03, -3.89], [-0.76, -0.96, -2.91], [0.72, -1.09, -2.35], [1.75, -1.51, -3.32], [0.98, 0.35, -1.72], [0.18, 0.92, -0.69], [0.59, -1.99, -1.04], [0.16, -3.35, -1.06], [-0.23, 0.20, -4.61], [-1.32, 0.99, -3.46], [-1.86, -0.35, -4.49], [0.85, 1.43, 0.00], [-0.18, 0.13, -0.01], [-0.58, 1.58, -1.10], [0.96, -3.90, -0.56], [0.07, -3.84, -2.03], [-0.74, -3.44, -0.44], [0.90, 3.80, -3.45], [0.60, 4.26, -2.15], [1.64, 5.24, -1.45], [1.87, 6.49, -2.18], [1.06, 5.51, 0.01], [0.96, 4.47, 0.96], [2.89, 4.30, -1.20], [4.05, 4.74, -0.50], [0.79, 2.71, -3.56], [1.90, 4.05, -3.79], [0.17, 4.16, -4.18], [0.13, 3.78, 0.76], [0.71, 4.89, 1.93], [1.86, 3.86, 1.01], [4.86, 4.81, -1.22], [4.30, 4.07, 0.33], [3.90, 5.70, 0.00], [0.06, 2.01, -6.89], [-1.27, 2.38, -6.56], [0.69, 2.52, -6.16], [0.22, 0.94, -6.78], [0.38, 2.37, -7.87], [-1.90, 1.73, -6.88], [4.25, -0.62, -4.87], [5.43, 0.09, -5.26], [4.50, -1.49, -4.26], [3.62, 0.08, -4.33], [3.67, -0.96, -5.73], [6.00, -0.53, -5.72]],
  "total_charge": 0,
  "total_energy_ev": -130726.5038,
  "homo_lumo_gap_ha": 0.3867,
  "homo_energy_ev": -10.293,
  "de_lowest_kcal_mol": 23.75,
  "e_lumo_ev": 0.23,
  "fmax_ev_per_a": 1.57,
  "smiles": "COP(=O)(OC)OC.COP(=O)(OC)OC.COP(=O)(OC)OC.COP(=O)(OC)OC.COP(=O)(OC)OC.COP(=O)(OC)OC.CO.CO"
}

{
  "formula": "C6H24O6",
  "method": "ωB97M-V/def2-TZVPD",
  "species": ["C", "O", "H", "H", "H", "H", "C", "O", "H", "H", "H", "H", "C", "O", "H", "H", "H", "H", "C", "O", "H", "H", "H", "H", "C", "O", "H", "H", "H", "H", "C", "O", "H", "H", "H", "H"],
  "xyz": [[3.62, -1.70, -0.21], [3.80, -0.33, 0.08], [4.58, -2.09, -0.53], [3.25, -2.25, 0.66], [2.91, -1.84, -1.03], [2.97, -0.01, 0.47], [0.08, -0.07, -0.37], [1.05, 0.08, 0.64], [0.45, -0.76, -1.13], [-0.87, -0.46, 0.01], [-0.11, 0.87, -0.90], [0.70, 0.67, 1.32], [1.80, 3.47, 3.00], [0.98, 2.64, 2.20], [1.57, 4.53, 2.89], [1.75, 3.19, 4.06], [2.84, 3.33, 2.68], [0.07, 2.92, 2.25], [2.38, -1.17, -4.16], [1.35, -0.31, -4.63], [3.32, -0.63, -3.98], [2.05, -1.53, -3.19], [2.56, -2.01, -4.83], [1.68, 0.15, -5.41], [-3.61, -2.34, -0.41], [-4.33, -3.50, 0.00], [-2.54, -2.46, -0.23], [-3.86, -2.18, -1.45], [-3.97, -1.48, 0.16], [-4.31, -3.56, 0.96], [-3.87, 1.78, 1.87], [-2.88, 0.92, 1.33], [-3.80, 1.90, 2.95], [-3.75, 2.75, 1.39], [-4.88, 1.39, 1.68], [-2.94, 0.11, 1.85]],
  "total_charge": 0,
  "total_energy_ev": -18893.3628,
  "homo_lumo_gap_ha": 0.3610,
  "homo_energy_ev": -9.496,
  "de_lowest_kcal_mol": 84.17,
  "e_lumo_ev": 0.33,
  "fmax_ev_per_a": 1.02,
  "smiles": "CO.CO.CO.CO.CO.CO"
}

{
  "formula": "C8H20Cl2O8V",
  "method": "ωB97M-V/def2-TZVPD",
  "species": ["V", "Cl", "Cl", "C", "O", "H", "H", "H", "H", "C", "O", "H", "H", "H", "H", "C", "O", "C", "O", "O", "C", "H", "H", "H", "H", "H", "H", "C", "O", "C", "O", "O", "C", "H", "H", "H", "H", "H", "H"],
  "xyz": [[0.18, -0.52, 1.02], [0.75, -2.32, 2.63], [-1.95, 0.39, 2.06], [3.06, -1.37, 0.12], [1.88, -0.82, -0.46], [3.76, -1.72, -0.64], [3.56, -0.67, 0.80], [2.79, -2.23, 0.74], [2.15, -0.35, -1.25], [1.00, 1.36, 3.41], [1.42, 0.94, 2.11], [0.38, 0.58, 3.84], [1.86, 1.51, 4.07], [0.37, 2.24, 3.38], [2.07, 1.56, 1.77], [0.10, 4.68, -0.12], [0.45, 3.29, 0.04], [-0.30, 2.38, -0.53], [-0.14, 1.20, -0.34], [-1.26, 2.89, -1.29], [-2.03, 1.94, -2.04], [0.28, 4.99, -1.15], [0.79, 5.20, 0.54], [-0.92, 4.89, 0.16], [-1.43, 1.51, -2.84], [-2.83, 2.51, -2.52], [-2.45, 1.16, -1.40], [-1.63, -4.25, 0.87], [-1.33, -4.14, -0.54], [-1.04, -2.95, -0.99], [-0.87, -1.96, -0.33], [-0.99, -2.97, -2.32], [-0.71, -1.75, -2.95], [-2.37, -3.51, 1.14], [-0.71, -4.13, 1.44], [-1.99, -5.26, 1.00], [-0.98, -0.91, -2.31], [-1.25, -1.72, -3.89], [0.35, -1.68, -3.22]],
  "total_charge": 0,
  "total_energy_ev": -75735.6554,
  "homo_lumo_gap_ha": [0.2554, 0.2995],
  "homo_energy_ev": [-7.053, -8.255],
  "de_lowest_kcal_mol": 5.52,
  "spin_multiplicity": 4,
  "e_lumo_ev": [-0.10, -0.11],
  "fmax_ev_per_a": 0.92
}

{
  "formula": "H13N7Si2",
  "method": "ωB97M-V/def2-TZVPD",
  "species": ["N", "N", "N", "N", "N", "N", "N", "Si", "Si", "H", "H", "H", "H", "H", "H", "H", "H", "H", "H", "H", "H", "H"],
  "xyz": [[0.99, 2.10, -1.30], [3.01, 0.29, -0.81], [0.72, -0.96, -1.80], [-1.19, 0.69, 2.88], [-2.09, 0.92, 0.46], [-2.22, -2.46, 0.57], [0.79, 0.27, 0.83], [1.24, 0.38, -0.82], [-0.84, 0.11, 1.30], [0.15, 2.36, -1.86], [1.20, 2.89, -0.68], [3.44, -0.65, -1.02], [3.43, 0.53, 0.01], [-0.15, -1.38, -1.54], [0.93, -0.92, -2.79], [-2.22, 1.05, 2.99], [-0.81, 0.48, 3.76], [-2.40, 0.81, -0.50], [-2.87, 1.03, 0.94], [-1.78, -3.04, -0.13], [-2.78, -1.66, 0.21], [1.37, 0.66, 1.62]],
  "total_charge": 0,
  "total_energy_ev": -26399.3765,
  "homo_lumo_gap_ha": [0.2614, 0.2666],
  "homo_energy_ev": [-7.253, -7.398],
  "de_lowest_kcal_mol": 86.43,
  "e_lumo_ev": [-0.14, -0.14],
  "fmax_ev_per_a": 4.64
}

{
  "formula": "C29H37As3MoN6S",
  "method": "ωB97M-V/def2-TZVPD",
  "species": ["Mo", "S", "N", "C", "C", "C", "C", "C", "N", "C", "C", "N", "C", "C", "C", "C", "C", "N", "H", "H", "H", "H", "H", "H", "C", "As", "C", "C", "C", "C", "C", "As", "C", "C", "C", "As", "C", "C", "H", "H", "H", "H", "H", "H", "H", "H", "H", "H", "H", "H", "H", "H", "H", "H", "H", "H", "H", "H", "H", "H", "H", "H", "H", "H", "H", "N", "C", "C", "C", "C", "C", "N", "C", "H", "H", "H", "H"],
  "xyz": [[-19.53, -6.49, 1.27], [-23.62, -12.07, -2.13], [-23.25, -10.54, -2.61], [-22.46, -10.00, -1.71], [-22.02, -8.63, -1.77], [-22.37, -7.75, -2.77], [-21.88, -6.45, -2.65], [-21.09, -6.09, -1.58], [-20.67, -6.97, -0.62], [-21.16, -8.25, -0.71], [-20.77, -9.15, 0.35], [-19.94, -8.65, 1.32], [-19.60, -9.50, 2.33], [-20.13, -10.76, 2.49], [-20.97, -11.31, 1.51], [-21.31, -10.47, 0.46], [-22.13, -10.88, -0.64], [-22.70, -12.04, -0.73], [-23.06, -7.99, -3.58], [-22.07, -5.72, -3.43], [-20.82, -5.06, -1.40], [-18.89, -9.08, 3.03], [-19.81, -11.36, 3.35], [-21.31, -12.35, 1.57], [-17.15, -7.80, 4.14], [-17.88, -6.31, 3.09], [-18.47, -5.33, 4.70], [-16.09, -5.53, 2.71], [-15.97, -4.24, 1.86], [-16.90, -3.16, 2.50], [-16.34, -4.53, 0.40], [-18.21, -4.90, -0.02], [-17.84, -5.03, -1.94], [-18.86, -3.03, -0.13], [-14.55, -3.60, 1.96], [-12.76, -4.22, 1.22], [-12.92, -3.18, -0.44], [-13.11, -5.94, 0.32], [-16.42, -7.40, 4.85], [-16.69, -8.56, 3.51], [-17.98, -8.23, 4.71], [-17.62, -5.15, 5.37], [-19.24, -5.92, 5.20], [-18.90, -4.36, 4.42], [-15.58, -6.35, 2.17], [-15.61, -5.39, 3.68], [-17.96, -3.42, 2.46], [-16.82, -2.18, 1.98], [-16.67, -3.04, 3.58], [-15.79, -5.42, 0.04], [-16.03, -3.68, -0.26], [-17.36, -4.11, -2.31], [-18.78, -5.19, -2.49], [-17.17, -5.87, -2.12], [-18.03, -2.32, -0.22], [-19.45, -2.81, 0.77], [-19.51, -2.92, -1.01], [-14.31, -3.47, 3.03], [-14.60, -2.60, 1.49], [-13.16, -2.12, -0.20], [-13.68, -3.60, -1.12], [-11.96, -3.20, -0.98], [-13.44, -6.71, 1.06], [-12.16, -6.29, -0.14], [-13.87, -5.85, -0.47], [-24.02, -2.04, 1.13], [-23.59, -3.00, 1.59], [-23.03, -4.20, 2.17], [-23.66, -4.82, 3.27], [-23.08, -5.98, 3.75], [-21.87, -6.48, 3.21], [-21.22, -5.80, 2.21], [-21.82, -4.70, 1.69], [-24.58, -4.40, 3.70], [-23.54, -6.53, 4.59], [-21.42, -7.39, 3.57], [-21.34, -4.22, 0.84]],
  "total_charge": 4,
  "total_energy_ev": -234779.1900,
  "homo_lumo_gap_ha": [0.2104, 0.1684],
  "homo_energy_ev": [-18.572, -18.572],
  "de_lowest_kcal_mol": 0.00,
  "spin_multiplicity": 3,
  "e_lumo_ev": [-12.85, -13.99],
  "fmax_ev_per_a": 4.21
}